No. 1
Computed, not measured: a molecular structure, C25H21Cl3N4OPdS4, with wB97M-V/def2-TZVPD.

Structure (XYZ):
```
59
Properties=species:S:1:pos:R:3:lowdin_charge:R:1
Pd -0.135 -0.228 0.466 0.93
C -1.747 3.075 1.308 -0.03
C -1.108 2.286 2.380 -0.51
N -0.426 1.192 2.226 0.01
C -0.005 0.668 3.426 -0.26
C -0.364 1.446 4.542 -0.24
S -1.241 2.780 4.070 1.25
C 0.655 -0.577 3.417 -0.27
C 1.135 -1.300 4.509 -0.24
S 1.757 -2.773 4.008 1.24
C 1.366 -2.395 2.349 -0.53
N 0.816 -1.227 2.206 0.00
C 1.654 -3.341 1.246 -0.04
H -1.594 2.595 0.344 0.08
H -1.338 4.088 1.285 0.11
H -2.820 3.158 1.499 0.11
H -0.143 1.246 5.580 0.11
H 1.126 -1.011 5.549 0.11
H 1.668 -4.370 1.600 0.10
H 2.635 -3.115 0.821 0.11
H 0.898 -3.228 0.469 0.08
Cl -5.775 -3.221 -0.775 0.72
C -4.494 -3.183 -1.925 -0.67
C -3.556 -4.204 -1.956 -0.07
C -2.558 -4.176 -2.917 -0.01
C -2.466 -3.143 -3.843 -0.21
C -1.403 -3.148 -4.923 -0.25
C -0.304 -2.093 -4.763 -0.05
N 0.273 -1.866 -3.423 -0.03
C 1.623 -1.703 -3.191 -0.04
C 1.751 -1.235 -1.925 -0.11
N 0.492 -1.097 -1.378 -0.08
C -0.371 -1.489 -2.304 -0.12
O -0.967 -4.494 -5.155 -0.13
C 0.316 -4.972 -4.848 -0.15
C 0.874 -5.695 -6.050 -0.22
C 0.121 -6.646 -6.813 -0.88
Cl -1.424 -7.153 -6.524 0.93
S 1.024 -7.334 -8.116 1.16
C 2.373 -6.420 -7.665 -0.26
C 2.150 -5.596 -6.548 -0.05
C -3.420 -2.129 -3.776 -0.59
Cl -3.376 -0.805 -4.903 0.78
C -4.431 -2.134 -2.829 -0.11
H -3.627 -5.021 -1.253 0.12
H -1.855 -4.996 -2.964 0.12
H -1.893 -2.869 -5.859 0.15
H -0.717 -1.145 -5.101 0.11
H 0.530 -2.325 -5.425 0.13
H 2.359 -1.888 -3.954 0.13
H 2.647 -0.959 -1.397 0.11
H -1.442 -1.479 -2.194 0.12
H 0.256 -5.691 -4.020 0.15
H 1.016 -4.193 -4.544 0.12
H 3.294 -6.502 -8.227 0.11
H 2.922 -4.958 -6.143 0.14
H -5.169 -1.345 -2.814 0.12
S -3.468 -1.184 1.074 0.58
C -1.979 -1.019 0.653 -0.86
```

Spin multiplicity: 6
Orbital gap (spin up / spin down) in eV: 4.0 / 3.6
Total charge: +3
HOMO energy (spin up / spin down) in eV: -12.686 / -15.250



No. 2
Computed, not measured: a single C25H21ClN4O4S molecule at a distorted geometry, with wB97M-V/def2-TZVPD.

Structure (XYZ):
```
56
Properties=species:S:1:pos:R:3:lowdin_charge:R:1
C -0.326 -1.346 -0.154 -0.07
H -0.001 -1.951 -1.006 0.10
O 0.242 -0.062 -0.187 -0.10
C 1.608 0.042 -0.169 -0.20
C 2.475 -1.025 -0.043 0.06
C 3.843 -0.767 -0.005 -0.10
C 4.316 0.553 -0.092 -0.18
C 3.461 1.632 -0.231 0.10
C 2.101 1.369 -0.274 -0.12
N 1.141 2.372 -0.428 0.14
C 1.305 3.697 -0.225 -0.53
O 2.334 4.254 0.086 0.07
C 0.014 4.488 -0.429 -0.34
H 0.231 5.551 -0.326 0.08
H -0.437 4.272 -1.396 0.08
S -1.241 4.114 0.839 1.01
C -2.134 2.881 0.005 -0.62
N -1.760 2.251 -1.081 0.01
N -2.765 1.441 -1.445 0.09
C -3.735 1.580 -0.587 -0.28
N -3.382 2.485 0.379 -0.05
C -4.143 2.911 1.519 -0.01
H -3.462 3.290 2.278 0.08
H -4.703 2.064 1.916 0.10
H -4.838 3.706 1.238 0.11
C -5.066 0.910 -0.629 -0.11
H -5.224 0.487 -1.626 0.14
H -5.850 1.647 -0.425 0.14
O -5.220 -0.070 0.379 -0.04
C -4.658 -1.302 0.191 -0.26
C -3.862 -1.660 -0.890 -0.03
C -3.369 -2.952 -0.984 -0.11
C -3.655 -3.878 0.002 -0.68
C -4.438 -3.526 1.093 -0.10
C -4.937 -2.244 1.182 0.00
H -5.554 -1.949 2.016 0.12
H -4.656 -4.251 1.860 0.11
Cl -3.025 -5.483 -0.119 0.67
H -2.756 -3.230 -1.826 0.11
H -3.600 -0.945 -1.655 0.10
H 0.214 2.034 -0.687 0.10
H 3.831 2.640 -0.295 0.12
O 5.675 0.605 -0.031 0.12
C 6.099 -0.681 0.098 -0.19
C 7.410 -1.109 0.200 0.00
C 7.625 -2.470 0.326 -0.09
C 6.567 -3.375 0.348 -0.10
C 5.258 -2.948 0.247 -0.02
C 5.016 -1.585 0.121 -0.10
H 4.439 -3.651 0.264 0.11
H 6.778 -4.429 0.447 0.10
H 8.637 -2.839 0.408 0.10
H 8.225 -0.404 0.183 0.12
H 2.121 -2.039 0.036 0.11
H -0.085 -1.870 0.777 0.10
H -1.402 -1.195 -0.212 0.07
```

Spin multiplicity: 1
Orbital gap in eV: 7.9
HOMO energy in eV: -7.575
SMILES: COc1cc2c(cc1NC(=O)CSc1nnc(COc3ccc(Cl)cc3)n1C)oc1ccccc12



Molar mass values, unit g/mol, following the record order: 734.517 508.987.
Energy above the lowest of the compared OMol25 structures with the same formula, charge and spin values, unit eV, following the record order: 0.4067 0.3977.